Record 1
This record from the OMol25 dataset describes the ion C4H6N with charge +1 at a distorted geometry. The level of theory is wB97M-V/def2-TZVPD.

The highest occupied orbital energy comes out at -15.756 eV. For the energy relative to the best compared isomer or geometry (same formula, charge and spin), the calculation gives 4.0626 eV. The calculation puts the lowest unoccupied orbital energy at -6.25 eV. As for the HOMO-LUMO gap: 9.51 eV.

Geometry as ORCA input:
```
! RIJCOSX wB97M-V def2-TZVPD def2/J DEFGRID3
* xyz 1 1
C -0.807 -1.027 -0.006
C 1.721 0.036 -0.031
C 0.427 -0.061 -0.009
C -1.910 0.019 -0.027
N -0.719 1.024 0.002
H -0.863 -1.797 -0.782
H -0.918 -1.603 0.926
H 2.249 0.975 -0.037
H 2.325 -0.858 -0.050
H -0.756 1.640 0.827
H -0.748 1.652 -0.815
*
```

=====

Record 2
This record from the OMol25 dataset describes a cluster of 2 separate species, C3H4BrClF2 in total at a distorted geometry. The level of theory is wB97M-V/def2-TZVPD.

The highest occupied orbital energy (spin up / spin down) comes out at -8.683 / -8.679 eV. For the energy relative to the best compared isomer or geometry (same formula, charge and spin), the calculation gives 2.7127 eV. The calculation puts the lowest unoccupied orbital energy (spin up / spin down) at -0.42 / -0.42 eV. As for the HOMO-LUMO gap (spin up / spin down): 8.26 / 8.26 eV.

Geometry as ORCA input:
```
! RIJCOSX wB97M-V def2-TZVPD def2/J DEFGRID3
* xyz 0 1
C -1.410 0.008 0.331
C -0.417 -0.928 -0.181
C 1.500 0.574 -0.366
F 2.384 -0.057 0.370
F 2.026 0.386 -1.622
Cl 0.030 -2.062 0.879
Br 1.176 2.389 0.089
H -2.344 -0.397 0.649
H -0.953 0.405 1.249
H -1.512 0.994 -0.249
H -0.481 -1.312 -1.148
*
```

=====

Record 3
This record from the OMol25 dataset describes a structure of composition C42H36N4PdSb2 at a distorted geometry. The level of theory is wB97M-V/def2-TZVPD.

The highest occupied orbital energy (spin up / spin down) comes out at -8.250 / -8.378 eV. The calculation puts the lowest unoccupied orbital energy (spin up / spin down) at -0.25 / -1.52 eV. As for the HOMO-LUMO gap (spin up / spin down): 8.00 / 6.86 eV.

Geometry as ORCA input:
```
! RIJCOSX wB97M-V def2-TZVPD def2/J DEFGRID3
* xyz 0 3
Pd 0.725 2.035 1.397
C 3.279 -0.469 -0.375
C 3.174 0.704 -1.360
C 2.001 0.627 -2.269
Sb 1.046 2.529 -2.521
C 1.292 2.687 -4.689
C 1.599 3.942 -5.209
C 1.660 4.062 -6.610
C 1.435 2.977 -7.419
C 1.157 1.753 -6.899
C 1.067 1.611 -5.529
C -0.938 1.838 -2.764
C -1.942 2.809 -2.732
C -3.244 2.442 -3.069
C -3.555 1.172 -3.466
C -2.561 0.214 -3.466
C -1.299 0.560 -3.125
Sb 1.528 -0.587 0.804
C 0.453 -2.030 -0.300
C -0.948 -2.071 -0.132
C -1.694 -3.032 -0.825
C -1.079 -3.912 -1.752
C 0.301 -3.757 -1.994
C 1.057 -2.878 -1.281
C 2.388 -1.860 2.398
C 2.421 -3.265 2.503
C 2.891 -3.840 3.700
C 3.219 -3.023 4.781
C 3.087 -1.629 4.730
C 2.745 -1.094 3.491
H 4.126 -0.189 0.315
H 3.605 -1.437 -0.762
H 4.097 0.793 -1.918
H 3.127 1.591 -0.775
H 1.258 -0.071 -1.905
H 2.239 0.298 -3.279
H 1.687 4.724 -4.516
H 1.843 5.017 -7.088
H 1.531 3.067 -8.528
H 0.981 0.924 -7.555
H 0.788 0.626 -5.065
H -1.581 3.822 -2.348
H -3.980 3.220 -2.986
H -4.554 0.907 -3.701
H -2.860 -0.771 -3.728
H -0.617 -0.260 -3.150
H -1.457 -1.327 0.498
H -2.765 -3.139 -0.693
H -1.688 -4.516 -2.329
H 0.746 -4.445 -2.714
H 2.143 -2.839 -1.428
H 2.109 -4.008 1.765
H 2.930 -4.915 3.834
H 3.508 -3.341 5.753
H 3.292 -1.037 5.557
H 2.684 -0.022 3.352
N -1.137 1.606 1.992
C -1.906 0.740 2.498
C -3.270 0.647 1.885
C -3.407 0.953 0.538
C -4.679 0.949 -0.066
C -5.808 0.626 0.697
C -5.610 0.260 2.032
C -4.393 0.306 2.652
C -1.340 -0.219 3.591
C -0.429 0.325 4.514
C 0.131 -0.564 5.438
C -0.219 -1.947 5.435
C -1.109 -2.421 4.501
C -1.654 -1.556 3.610
H -2.504 1.112 -0.026
H -4.769 1.322 -1.095
H -6.817 0.602 0.253
H -6.472 0.064 2.646
H -4.301 0.080 3.702
H -0.194 1.392 4.572
H 0.887 -0.247 6.147
H 0.213 -2.557 6.191
H -1.377 -3.441 4.571
H -2.329 -1.923 2.855
N 2.661 2.737 1.709
C 3.270 2.971 2.693
N 4.007 3.176 3.676
C 4.038 2.308 4.659
N 4.058 1.512 5.507
*
```

=====

Record 4
This record from the OMol25 dataset describes a cluster of 4 separate species, C15H36ClNO2 in total at a distorted geometry. The level of theory is wB97M-V/def2-TZVPD.

The highest occupied orbital energy comes out at -8.000 eV. For the energy relative to the best compared isomer or geometry (same formula, charge and spin), the calculation gives 2.1028 eV. The calculation puts the lowest unoccupied orbital energy at -0.16 eV. As for the HOMO-LUMO gap: 7.84 eV.

Geometry as ORCA input:
```
! RIJCOSX wB97M-V def2-TZVPD def2/J DEFGRID3
* xyz 0 1
C -33.637 4.311 32.936
C -34.391 5.685 32.803
C -33.340 6.791 32.388
C -34.122 8.158 32.730
N -33.304 9.357 32.511
C -32.831 9.623 31.070
C -31.285 9.784 31.057
C -30.873 9.049 32.378
C -31.980 9.217 33.308
C -33.975 10.672 32.967
C -34.359 10.707 34.489
C -34.800 12.159 34.888
H -32.936 4.355 33.771
H -32.919 4.165 32.076
H -34.504 3.581 32.984
H -34.808 5.773 33.819
H -35.269 5.424 32.088
H -32.786 6.460 31.611
H -32.451 6.711 33.154
H -34.446 7.985 33.941
H -35.046 8.117 32.045
H -33.446 10.604 30.591
H -33.274 8.819 30.499
H -31.177 10.992 31.007
H -31.027 9.091 30.187
H -29.918 9.239 32.708
H -30.761 8.077 32.099
H -31.684 10.106 33.958
H -31.811 8.303 33.984
H -34.930 10.766 32.419
H -33.336 11.575 32.644
H -33.611 10.555 35.132
H -35.325 10.041 34.849
H -34.765 12.314 35.906
H -35.743 12.415 34.702
H -34.015 12.867 34.395
Cl -34.850 7.399 36.475
C -33.919 11.661 39.875
C -34.494 10.677 38.800
O -33.497 9.868 38.267
H -34.800 12.114 40.465
H -33.354 12.375 39.291
H -33.139 10.982 40.381
H -34.971 11.336 38.077
H -35.258 10.199 39.161
H -34.100 9.113 37.853
C -37.777 7.339 40.258
C -37.656 8.076 39.001
O -37.567 7.181 37.879
H -37.032 6.515 40.537
H -38.867 6.718 40.179
H -37.869 8.102 41.242
H -36.822 8.671 38.915
H -38.641 8.756 38.507
H -36.784 7.188 37.594
*
```

=====

Number 1: E -210.3067 a.u.. Number 2: E -3350.5296 a.u.. Number 3: E -2449.2818 a.u.. Number 4: E -1258.2243 a.u..